Record 1
{
  "formula": "C24H82N6O14",
  "method": "the ωB97M-V functional and the def2-TZVPD basis",
  "symbols": ["C", "C", "C", "O", "C", "N", "H", "H", "H", "H", "H", "H", "H", "H", "H", "H", "H", "C", "C", "C", "O", "C", "N", "H", "H", "H", "H", "H", "H", "H", "H", "H", "H", "H", "C", "C", "C", "O", "C", "N", "H", "H", "H", "H", "H", "H", "H", "H", "H", "H", "H", "C", "C", "C", "O", "C", "N", "H", "H", "H", "H", "H", "H", "H", "H", "H", "H", "H", "C", "C", "C", "O", "C", "N", "H", "H", "H", "H", "H", "H", "H", "H", "H", "H", "H", "C", "C", "C", "O", "C", "N", "H", "H", "H", "H", "H", "H", "H", "H", "H", "H", "H", "O", "H", "H", "O", "H", "H", "O", "H", "H", "O", "H", "H", "O", "H", "H", "O", "H", "H", "O", "H", "H", "O", "H", "H"],
  "xyz": [[1.27, -5.55, -1.25], [2.40, -6.53, -1.61], [3.42, -6.14, -2.78], [2.68, -5.88, -4.01], [2.53, -7.09, -4.79], [3.14, -6.88, -0.44], [0.67, -5.73, -0.36], [0.49, -5.52, -2.01], [1.60, -4.51, -1.32], [1.70, -7.30, -1.93], [4.18, -6.91, -2.90], [3.93, -5.20, -2.54], [2.18, -7.90, -4.16], [3.50, -7.27, -5.27], [1.84, -6.93, -5.62], [2.47, -7.17, 0.25], [3.85, -7.59, -0.52], [-1.23, -0.71, -6.78], [-1.66, 0.57, -5.95], [-0.55, 1.52, -5.48], [0.25, 0.92, -4.50], [1.06, 1.87, -3.84], [-2.33, 1.27, -7.06], [-2.01, -1.44, -6.97], [-0.47, -1.17, -6.14], [-0.72, -0.70, -7.74], [-2.35, 0.36, -5.13], [-0.87, 2.47, -5.05], [0.13, 1.72, -6.32], [1.65, 2.56, -4.44], [1.79, 1.44, -3.16], [0.50, 2.46, -3.12], [-1.62, 1.54, -7.73], [-2.56, 2.14, -6.60], [1.20, -1.58, -0.89], [0.13, -1.44, 0.26], [0.06, -0.04, 0.87], [-1.18, 0.09, 1.56], [-1.09, -0.43, 2.87], [-1.08, -1.81, -0.33], [1.20, -0.71, -1.55], [1.09, -2.52, -1.43], [2.18, -1.60, -0.42], [0.49, -2.14, 1.02], [-0.06, 0.62, 0.02], [0.92, 0.19, 1.50], [-0.26, -0.08, 3.48], [-1.10, -1.52, 2.92], [-1.98, -0.15, 3.43], [-1.85, -1.28, 0.05], [-1.03, -1.26, -1.18], [-0.04, 4.16, -0.18], [0.01, 4.98, 1.11], [0.74, 6.34, 0.94], [2.10, 6.16, 0.53], [3.05, 6.05, 1.53], [-1.34, 5.16, 1.59], [-0.87, 3.45, -0.15], [0.85, 3.56, -0.36], [-0.28, 4.73, -1.08], [0.66, 4.46, 1.81], [0.66, 6.93, 1.86], [0.21, 6.88, 0.15], [3.98, 5.77, 1.02], [2.82, 5.28, 2.26], [3.14, 7.02, 2.02], [-1.74, 4.23, 1.66], [-1.87, 5.49, 0.80], [5.67, -0.93, 0.60], [5.27, 0.57, 0.38], [5.82, 1.01, -1.07], [5.45, 2.33, -1.29], [6.06, 2.97, -2.45], [3.81, 0.72, 0.37], [5.74, -1.19, 1.66], [6.63, -1.17, 0.14], [5.04, -1.66, 0.08], [5.73, 1.26, 1.09], [5.49, 0.41, -1.92], [6.91, 1.04, -1.05], [5.86, 2.58, -3.45], [7.14, 3.01, -2.33], [5.68, 3.98, -2.37], [3.73, 1.68, 0.07], [3.38, 0.33, -0.46], [-6.88, 3.62, 4.85], [-6.74, 2.31, 5.62], [-5.45, 2.06, 6.39], [-4.37, 2.18, 5.53], [-3.11, 1.79, 6.10], [-7.89, 2.37, 6.53], [-7.19, 4.51, 5.39], [-7.71, 3.40, 4.17], [-6.01, 3.69, 4.19], [-6.89, 1.40, 5.05], [-5.48, 1.15, 6.99], [-5.47, 2.91, 7.07], [-2.88, 2.23, 7.07], [-2.31, 2.07, 5.41], [-3.09, 0.71, 6.23], [-7.82, 1.71, 7.30], [-7.93, 3.24, 7.04], [2.56, -4.05, 1.29], [3.34, -4.59, 1.19], [2.04, -4.23, 0.50], [-1.70, -0.57, -2.83], [-1.44, -0.20, -3.67], [-2.02, -1.44, -3.04], [-1.35, -3.28, -4.13], [-0.49, -3.21, -3.72], [-1.17, -3.62, -5.01], [1.92, -1.69, 3.92], [2.03, -1.94, 3.00], [2.07, -0.74, 3.93], [-2.96, -3.63, 0.83], [-2.16, -3.14, 0.67], [-3.33, -3.78, -0.04], [-4.58, -0.28, 2.95], [-4.15, 0.56, 2.84], [-5.35, -0.09, 3.49], [-3.54, 1.94, 0.78], [-2.77, 1.44, 1.06], [-3.67, 2.59, 1.48], [-3.13, -2.09, 5.38], [-3.46, -1.22, 5.15], [-3.47, -2.66, 4.69]],
  "mulliken_charge": [-1.247, 0.848, -0.855, -0.322, -0.708, -0.584, 0.607, 0.467, -0.288, 0.027, 0.431, 0.291, 0.315, 0.278, 0.246, 0.271, 0.223, -1.053, 0.249, -0.890, -0.272, -0.879, -0.771, 0.386, 0.189, 0.357, 0.435, 0.512, 0.395, 0.399, 0.114, 0.420, 0.325, 0.270, -0.828, 0.557, -0.810, 0.241, -0.320, -0.241, 0.152, 0.002, 0.265, 0.549, 0.180, 0.386, 0.335, 0.296, -0.169, 0.576, -0.118, -1.188, 0.648, -0.905, -0.320, -0.664, -0.738, 0.415, 0.170, 0.396, 0.130, 0.380, 0.357, 0.208, 0.289, 0.320, 0.184, 0.334, -1.347, 0.296, -0.934, -0.214, -0.835, -0.334, 0.331, 0.407, 0.227, 0.393, 0.374, 0.519, 0.306, 0.333, 0.254, 0.272, -0.037, -1.177, 0.756, -0.814, -0.182, -0.760, -0.765, 0.351, 0.356, 0.285, -0.016, 0.387, 0.278, 0.360, 0.175, 0.259, 0.223, 0.276, -0.594, 0.307, 0.294, -0.626, 0.085, 0.262, -0.605, 0.267, 0.311, -0.582, 0.269, 0.310, -0.643, 0.459, 0.306, -0.558, 0.236, 0.293, -0.603, 0.247, 0.301, -0.617, 0.285, 0.337],
  "e_homo_ev": [-10.957, -10.957],
  "relative_energy_kcal_mol": 21.0,
  "total_charge": 1,
  "multiplicity": 2
}

Record 2
{
  "formula": "C5H13NO2",
  "method": "the ωB97M-V functional and the def2-TZVPD basis",
  "symbols": ["C", "N", "C", "C", "C", "C", "O", "H", "H", "H", "H", "H", "H", "H", "H", "H", "H", "H", "H", "H", "O"],
  "xyz": [[-1.09, 1.90, -0.09], [-0.73, 0.81, 0.87], [2.25, -0.88, -0.96], [1.57, 0.28, -0.18], [0.07, -0.22, 0.19], [-0.09, -1.45, 1.05], [-0.93, -2.27, 0.67], [-1.54, 2.73, 0.52], [-1.70, 1.69, -0.90], [-0.10, 2.31, -0.49], [-0.16, 1.26, 1.56], [3.29, -0.76, -1.11], [1.73, -1.03, -1.97], [2.03, -1.78, -0.47], [1.52, 1.29, -0.63], [2.05, 0.38, 0.79], [-0.34, -0.41, -0.88], [0.29, -1.54, 2.00], [-2.86, -0.09, 0.37], [-2.31, -1.43, -0.07], [-2.95, -0.79, -0.28]],
  "mulliken_charge": [-0.876, -0.068, -1.228, -0.437, 0.003, -0.161, -0.444, 0.383, 0.381, 0.349, 0.396, 0.395, 0.317, 0.412, 0.321, 0.399, 0.333, 0.501, 0.314, 0.339, -0.628],
  "e_homo_ev": [-14.976, -14.917],
  "relative_energy_kcal_mol": 63.7,
  "total_charge": 1,
  "multiplicity": 2
}

Record 3
{
  "formula": "C47H34N14O8S2Tc",
  "method": "the ωB97M-V functional and the def2-TZVPD basis",
  "symbols": ["Tc", "C", "C", "N", "C", "C", "N", "C", "C", "C", "C", "C", "N", "C", "C", "N", "C", "C", "N", "C", "C", "C", "N", "C", "C", "H", "H", "H", "H", "H", "H", "H", "H", "H", "H", "H", "H", "N", "C", "C", "C", "C", "C", "C", "H", "H", "H", "H", "H", "O", "C", "O", "C", "C", "C", "C", "C", "C", "N", "O", "O", "N", "O", "O", "H", "H", "H", "N", "C", "C", "C", "C", "C", "C", "S", "O", "O", "N", "C", "S", "C", "C", "N", "H", "H", "H", "H", "H", "H", "H", "H", "N", "C", "N", "C", "C", "C", "C", "C", "C", "H", "H", "H", "H", "H", "H"],
  "xyz": [[-0.60, -0.56, -1.03], [-0.94, -3.91, 1.86], [-1.30, -2.95, 0.95], [-0.41, -2.18, 0.31], [0.99, -2.32, 0.58], [1.28, -3.47, 1.51], [0.38, -4.15, 2.12], [1.74, -2.27, -0.75], [2.96, -2.82, -1.04], [3.65, -2.42, -2.19], [3.05, -1.43, -2.97], [1.81, -0.91, -2.62], [1.15, -1.37, -1.54], [1.11, 0.17, -3.31], [1.47, 0.67, -4.55], [0.83, 1.66, -5.16], [-0.23, 2.15, -4.51], [-0.64, 1.65, -3.29], [0.01, 0.66, -2.67], [4.98, -2.98, -2.53], [5.67, -2.58, -3.68], [6.94, -3.09, -3.92], [7.55, -3.95, -3.12], [6.88, -4.36, -2.05], [5.62, -3.91, -1.71], [-1.66, -4.50, 2.40], [-2.34, -2.76, 0.72], [2.33, -3.67, 1.72], [3.39, -3.53, -0.34], [3.56, -1.01, -3.82], [2.31, 0.25, -5.09], [-0.76, 2.97, -4.99], [-1.52, 2.05, -2.80], [5.24, -1.89, -4.39], [7.49, -2.78, -4.81], [7.40, -5.08, -1.42], [5.15, -4.29, -0.82], [-1.57, -1.51, -2.21], [-2.45, -2.00, -3.10], [-3.07, -3.26, -2.92], [-3.97, -3.74, -3.84], [-4.30, -3.00, -4.97], [-3.69, -1.76, -5.17], [-2.79, -1.26, -4.26], [-2.79, -3.84, -2.04], [-4.43, -4.71, -3.68], [-5.02, -3.38, -5.68], [-3.93, -1.19, -6.06], [-2.31, -0.30, -4.42], [1.61, -1.09, 1.14], [0.73, -0.10, 1.65], [-0.16, 0.35, 0.77], [0.05, -0.75, 2.86], [-1.32, -0.69, 3.01], [-1.91, -1.28, 4.13], [-1.16, -1.95, 5.07], [0.20, -2.07, 4.85], [0.81, -1.49, 3.75], [1.03, -2.76, 5.84], [0.51, -3.09, 6.88], [2.20, -2.96, 5.56], [-3.34, -1.15, 4.32], [-3.97, -0.53, 3.47], [-3.84, -1.67, 5.30], [-1.92, -0.19, 2.27], [-1.62, -2.38, 5.94], [1.88, -1.59, 3.62], [-2.65, 6.19, 2.94], [-1.66, 5.22, 2.98], [-0.32, 5.59, 3.07], [0.67, 4.63, 3.13], [0.32, 3.29, 3.07], [-1.00, 2.91, 2.93], [-1.99, 3.86, 2.88], [1.54, 2.05, 3.41], [2.82, 2.68, 3.59], [1.04, 1.28, 4.50], [1.68, 1.08, 2.02], [2.28, 1.68, 0.89], [3.05, 3.27, 0.92], [3.36, 3.14, -0.77], [2.92, 1.94, -1.21], [2.32, 1.13, -0.29], [-2.40, 7.10, 3.27], [-3.58, 5.89, 3.17], [-0.06, 6.64, 3.12], [1.71, 4.90, 3.24], [-1.25, 1.86, 2.87], [-3.03, 3.57, 2.78], [3.85, 3.92, -1.32], [3.03, 1.58, -2.23], [-4.54, 1.19, -0.25], [-3.69, 0.17, -0.51], [-2.44, 0.57, -0.56], [-2.46, 1.94, -0.30], [-1.42, 2.86, -0.24], [-1.75, 4.18, 0.00], [-3.08, 4.58, 0.19], [-4.12, 3.67, 0.13], [-3.79, 2.34, -0.12], [-5.54, 1.12, -0.16], [-4.01, -0.84, -0.67], [-0.39, 2.55, -0.37], [-0.97, 4.92, 0.06], [-3.30, 5.62, 0.38], [-5.15, 3.98, 0.27]],
  "mulliken_charge": [-2.350, -1.078, -0.284, 0.852, 0.345, -0.705, -0.494, -0.288, -0.889, 0.978, -0.758, -0.320, 1.026, -0.217, -0.220, -0.622, -0.747, -0.802, 1.933, 0.839, -0.490, -0.454, -0.629, -0.445, -0.491, 0.417, 0.396, 0.382, 0.383, 0.342, 0.427, 0.434, 0.467, 0.324, 0.374, 0.389, 0.369, 0.133, 0.353, -0.508, -0.594, -0.476, -0.714, -0.078, 0.447, 0.389, 0.387, 0.395, 0.308, -0.470, 1.096, 2.169, 1.491, -0.702, -1.322, -0.403, -1.048, -0.316, 1.124, -0.676, -0.635, 1.134, -0.649, -0.696, 0.404, 0.654, 0.698, -0.471, 0.754, -1.209, -0.447, -0.327, -0.084, -0.436, 1.238, -0.689, -0.653, 0.010, -0.065, -0.083, -0.438, -0.871, 0.016, 0.201, 0.242, 0.365, 0.598, 0.328, 0.513, 0.486, 0.433, -0.129, -1.219, 0.739, -0.527, 0.675, -0.992, -0.676, -1.255, 1.268, 0.265, 0.605, 0.104, 0.542, 0.464, 0.436],
  "e_homo_ev": [-6.704, -7.116],
  "relative_energy_kcal_mol": 45.1,
  "total_charge": 0,
  "multiplicity": 2
}

Record 4
{
  "formula": "C12H28IN6O4S",
  "method": "the ωB97M-V functional and the def2-TZVPD basis",
  "symbols": ["C", "C", "C", "C", "N", "N", "C", "C", "I", "C", "S", "C", "C", "N", "C", "N", "H", "H", "H", "H", "H", "H", "H", "H", "H", "H", "H", "H", "H", "H", "H", "H", "H", "H", "H", "H", "H", "H", "C", "N", "O", "O", "H", "H", "H", "C", "N", "O", "O", "H", "H", "H"],
  "xyz": [[-3.41, 4.39, -0.87], [-4.42, 3.35, -1.55], [-4.09, 1.91, -0.91], [-3.93, 0.82, -2.05], [-2.50, 0.63, -2.50], [-2.05, -0.52, -1.85], [-1.64, -0.43, -0.42], [-0.96, -1.89, -0.29], [-1.97, -2.78, 1.42], [0.57, -1.94, 0.09], [1.64, -0.82, -0.91], [1.52, 0.93, -0.30], [0.93, 1.91, -1.43], [-1.09, -2.57, -1.62], [-1.24, -1.42, -2.57], [-0.72, -1.36, -3.80], [-3.80, 5.44, -1.01], [-2.38, 4.31, -1.30], [-3.33, 4.14, 0.23], [-5.50, 3.59, -1.30], [-4.24, 3.32, -2.66], [-4.89, 1.63, -0.15], [-3.12, 2.00, -0.33], [-4.62, 1.05, -2.92], [-4.27, -0.17, -1.61], [-1.95, 1.46, -2.22], [-2.59, -0.38, 0.17], [-1.04, 0.46, -0.08], [0.92, -3.00, -0.15], [0.77, -1.80, 1.19], [0.86, 0.95, 0.60], [2.55, 1.29, -0.04], [0.46, 1.31, -2.28], [0.10, 2.55, -1.00], [1.75, 2.55, -1.87], [-2.08, -2.89, -1.61], [0.31, -1.29, -3.85], [-1.23, -1.45, -4.68], [4.39, 0.02, 3.28], [2.97, 0.38, 3.08], [2.71, 1.53, 2.79], [2.15, -0.51, 3.22], [5.00, 0.91, 3.13], [4.50, -0.35, 4.30], [4.64, -0.75, 2.56], [4.33, -4.01, 3.65], [5.64, -3.51, 3.17], [6.61, -4.21, 3.37], [5.65, -2.43, 2.61], [4.47, -4.98, 4.12], [3.94, -3.29, 4.36], [3.68, -4.10, 2.78]],
  "mulliken_charge": [-1.078, -0.412, -0.291, -0.841, -0.640, 0.711, -0.658, 0.261, 0.168, -0.912, -0.216, -0.468, -0.734, -0.424, 0.098, -0.288, 0.369, 0.235, 0.290, 0.330, 0.320, 0.371, 0.098, 0.500, 0.283, 0.187, 0.418, 0.009, 0.374, 0.504, 0.353, 0.452, 0.168, 0.112, 0.368, 0.453, 0.275, 0.246, -0.769, 0.923, -0.522, -0.557, 0.322, 0.232, 0.430, -0.665, 0.859, -0.499, -0.569, 0.322, 0.262, 0.239],
  "e_homo_ev": -12.123,
  "total_charge": 1
}